1.
37
Properties=species:S:1:pos:R:3:lowdin_charge:R:1 method="wB97M-V/def2-TZVPD" spin_multiplicity=1 relative_energy_kj_mol=508.0 homo_energy_ev=-6.05 fmax_ev_per_a=4.26 orbital_gap_ev=3.6460 total_charge=0
C 2.82856 -0.19336 -1.85055 0.02
O 1.43206 0.11123 -1.58184 -0.06
C 0.50001 -0.79754 -1.62410 0.02
C -0.86896 -0.45156 -1.76128 -0.16
C -1.76594 -1.54602 -1.81919 0.03
C -3.12073 -1.32902 -1.97348 -0.01
C -3.62260 -0.02365 -2.06262 -0.23
C -5.09626 0.17006 -2.22026 -0.04
C -2.73732 1.06890 -1.99920 -0.01
C -1.37843 0.87718 -1.85177 0.04
H 3.35808 0.74986 -1.73283 0.10
H 3.21394 -0.93738 -1.13351 0.12
H 2.95138 -0.56477 -2.87979 0.11
H 0.78066 -1.85720 -1.52515 0.16
H -1.33824 -2.53593 -1.73340 0.13
H -3.80316 -2.17782 -2.03275 0.13
H -5.36194 1.22666 -2.27860 0.08
H -5.46981 -0.32105 -3.12506 0.09
H -5.64354 -0.26890 -1.37932 0.10
H -3.15306 2.07743 -2.07587 0.12
H -0.68413 1.71872 -1.80222 0.13
O 1.03391 -2.04730 1.17059 -0.05
C 0.38272 -1.42351 2.01375 -0.69
C 0.90690 0.09409 2.29834 -0.30
C 1.58484 0.30875 3.69674 -0.11
C 2.87849 1.09720 3.40278 -0.17
C 2.98318 1.19982 1.86877 -0.23
N 1.85721 0.46710 1.37790 -0.06
O -0.58606 -1.60980 2.76175 -0.05
H 0.00691 0.72292 2.24563 0.12
H 0.89408 0.87176 4.33434 0.10
H 1.82161 -0.65178 4.17653 0.11
H 2.83422 2.08942 3.85856 0.10
H 3.74714 0.56315 3.79230 0.10
H 2.95793 2.25596 1.56012 0.09
H 3.92614 0.77663 1.49028 0.10
H 1.75022 0.28975 0.39445 0.07

2.
64
Properties=species:S:1:pos:R:3:mulliken_spin:R:1 method="wB97M-V/def2-TZVPD" spin_multiplicity=5 homo_energy_ev="-6.12 / -7.46" fmax_ev_per_a=6.39 orbital_gap_ev="8.0675 / 9.4075" total_charge=-1
Cr -0.30083 -2.37677 0.27798 3.90
Cl 2.82534 -0.68319 1.61610 0.00
O 3.29223 -1.59160 2.61998 0.00
O 3.76157 -0.70591 0.51710 0.00
O 1.53479 -1.23475 1.16129 0.00
O 2.65651 0.64889 2.15564 0.00
B -0.84329 -0.22543 -1.23325 0.01
F 0.26999 -1.07451 -1.32707 0.02
F -0.43515 1.04225 -0.95845 0.00
F -1.70334 -0.32310 -2.34086 0.00
F -1.35767 -0.73026 -0.06279 0.01
B -1.90571 -4.00388 -0.49668 0.00
F -2.00555 -3.57382 0.73308 0.02
F -1.54393 -2.89229 -1.21413 0.00
F -0.86193 -4.80866 -0.55581 0.01
F -3.07569 -4.59280 -0.91432 0.00
C -0.60979 -0.67928 5.59570 0.00
C -1.85963 0.04930 5.20966 0.00
O -1.82546 -0.11735 3.84880 0.00
C -1.03957 -1.16360 3.49304 0.01
O -1.07107 -1.68112 2.32646 0.02
O -0.39325 -1.57167 4.50230 0.00
H -0.72329 -1.19498 6.54926 0.00
H 0.27801 -0.04810 5.63454 0.00
H -1.93907 1.09267 5.51489 0.00
H -2.65931 -0.53383 5.66636 0.00
C 2.96791 3.32602 0.05083 0.00
C 2.58081 2.50315 -1.22970 0.00
O 3.15793 3.27261 -2.24977 0.00
C 3.95726 4.18250 -1.74901 0.00
O 4.58703 5.02590 -2.43193 0.00
O 4.06501 4.04960 -0.37151 0.00
H 3.38002 2.58229 0.73283 0.00
H 2.10585 3.84382 0.47135 0.00
H 1.49827 2.41428 -1.32086 0.00
H 3.08353 1.54345 -1.10991 0.00
C 3.98045 -3.15847 -2.96460 0.00
C 4.46137 -4.06879 -1.89505 0.00
O 3.30706 -4.29154 -1.08595 0.00
C 2.39083 -3.35521 -1.36198 0.00
O 1.27971 -3.23901 -0.77540 0.00
O 2.79894 -2.63821 -2.35247 0.00
H 3.82697 -3.65737 -3.92149 0.00
H 4.69257 -2.33909 -3.06265 0.00
H 5.22879 -3.60073 -1.27853 0.00
H 4.79396 -5.04469 -2.24875 0.00
C -2.21557 2.03222 1.58054 0.00
C -2.96034 2.68606 0.43771 0.00
O -2.39585 3.97127 0.49432 0.00
C -1.12084 3.86399 1.01209 0.00
O -0.24366 4.72591 0.88271 0.00
O -0.96179 2.65084 1.59387 0.00
H -2.11044 0.97943 1.31849 0.00
H -2.67548 2.10621 2.56599 0.00
H -4.02640 2.70487 0.66413 0.00
H -2.75961 2.27357 -0.55106 0.00
Cl -5.39193 2.30164 -2.19311 0.00
C -4.14479 1.22122 -2.83873 0.00
C -4.50924 0.44441 -4.12430 0.00
Cl -4.86468 1.52949 -5.49526 0.00
H -3.76724 0.54299 -2.07351 0.00
H -3.31866 1.90106 -3.04714 0.00
H -5.44523 -0.09223 -3.96927 0.00
H -3.69761 -0.21968 -4.42155 0.00

3.
44
Properties=species:S:1:pos:R:3:lowdin_charge:R:1 method="wB97M-V/def2-TZVPD" spin_multiplicity=1 homo_energy_ev=-10.51 fmax_ev_per_a=3.84 orbital_gap_ev=5.0978 total_charge=+1
C 1.63082 -3.62756 -0.25231 -0.15
C 1.30568 -2.06946 -0.21668 -0.86
I 3.06703 -0.78917 -0.19544 0.81
C 0.26923 -1.62737 -1.39368 -0.19
C -1.22294 -1.82544 -0.86097 -0.21
C -1.68891 -3.23031 -0.77360 0.08
C -3.04409 -3.51174 -0.25409 0.00
C -3.44031 -5.00833 -0.15567 -0.44
O -2.75626 -5.69777 0.54057 0.18
O -4.48451 -5.59984 -0.84211 0.10
C -3.89493 -2.34974 0.15644 0.07
C -3.35333 -0.99912 0.02325 -0.06
N -2.07504 -0.72433 -0.45332 -0.13
H 1.00039 -4.11995 0.53720 0.08
H 1.30743 -4.08257 -1.23795 0.07
H 2.72842 -3.78877 -0.08284 0.06
H 0.74703 -1.88921 0.80359 -0.22
H 0.44348 -0.57139 -1.73367 0.07
H 0.38592 -2.32001 -2.27822 0.13
H -1.03126 -4.06963 -1.09184 0.14
H -4.05517 -6.31043 -1.35980 0.14
H -4.92431 -2.51214 0.54588 0.14
H -3.97811 -0.13302 0.34064 0.15
H -1.70162 0.24205 -0.50813 0.09
C 5.59406 0.82063 2.61097 -1.02
Cl 6.33845 1.34739 1.09231 0.51
Cl 6.81498 0.47250 3.83608 0.54
H 4.94342 1.61079 2.97527 0.03
H 5.01406 -0.07931 2.42466 -0.01
O 9.68255 0.28664 1.26882 -0.08
H 8.82227 0.60895 0.97548 -0.05
H 10.25497 1.05882 1.20971 0.03
Br -0.51982 -1.08184 1.81709 0.19
Na -1.97803 0.80934 -2.03585 0.82
N -2.83564 5.41063 0.35968 -0.01
C -1.58899 5.80177 -0.05783 -0.15
C -1.74348 6.58650 -1.17123 -0.11
C -3.13509 6.67854 -1.43423 -0.11
C -3.78294 5.94640 -0.47286 -0.15
H -3.02498 4.82399 1.15301 0.14
H -0.70436 5.48690 0.47244 0.11
H -0.94613 7.04544 -1.73410 0.09
H -3.60770 7.22156 -2.23732 0.09
H -4.83222 5.75960 -0.30936 0.11

| no. | energy (Ha) |
| --- | --- |
| 1 | -825.21608 |
| 2 | -5023.30729 |
| 3 | -4834.68420 |